(1)
The following is a quantum chemistry calculation of a 2-piece molecular cluster, C6H15NS overall in a non-equilibrium geometry, from the OMol25 dataset.

Values from the calculation:
HOMO ... -0.307 hartree
Frontier orbital gap ... 7.5 eV

```
! RIJCOSX wB97M-V def2-TZVPD def2/J DEFGRID3
* xyz 0 1
C -0.6486 0.4853 1.6614
C -0.2370 -0.6656 2.6002
S -0.1131 -2.2904 1.8270
C 0.3853 0.9288 0.5430
N -0.3066 0.8951 -0.7603
C -0.2555 -0.4550 -1.3141
C 1.0020 -1.2805 -1.4134
C 0.1177 1.9379 -1.6885
H -1.6143 0.1964 1.1826
H -0.9108 1.3739 2.2477
H -0.9633 -0.7303 3.4135
H 0.6966 -0.5116 3.1418
H -1.8321 -2.3367 0.7837
H 1.1673 0.1931 0.4901
H 0.5783 1.9913 0.7107
H -0.6954 -0.4733 -2.3143
H -0.9310 -1.0270 -0.6328
H 0.6691 -2.2108 -1.9187
H 1.4007 -1.6847 -0.4751
H 1.9075 -0.9446 -1.9455
H 1.0934 1.9132 -2.2166
H -0.0070 2.9516 -1.3533
H -0.5032 1.7441 -2.5692
*
```

(2)
The following is a quantum chemistry calculation of a single C6H15NS molecule in a non-equilibrium geometry, from the OMol25 dataset.

Values from the calculation:
SMILES string ... CN(C)SC(C)(C)C
HOMO ... -0.311 hartree
Frontier orbital gap ... 9.4 eV

```
! RIJCOSX wB97M-V def2-TZVPD def2/J DEFGRID3
* xyz 0 1
C 2.2249 0.6795 -1.4348
N 1.8875 1.0970 -0.0325
C 2.8391 2.0610 0.5927
S 0.2727 1.5902 0.0923
C -0.5880 0.2373 1.0061
C 0.0808 -0.0186 2.3531
C -2.0342 0.7049 1.1568
C -0.5527 -0.9891 0.1668
H 3.2875 0.3829 -1.4401
H 1.6189 -0.1756 -1.7376
H 2.0745 1.4803 -2.1540
H 2.4198 2.4259 1.5106
H 2.9598 2.9022 -0.0755
H 3.8314 1.6184 0.7707
H 1.1217 -0.2473 2.2134
H -0.0108 0.8977 2.9727
H -0.3688 -0.8988 2.8480
H -2.0742 1.7751 1.3470
H -2.5747 0.5361 0.2112
H -2.5588 0.1596 1.9363
H -0.8254 -0.8374 -0.8558
H 0.4312 -1.5063 0.1830
H -1.2913 -1.7037 0.5406
*
```

(3)
The following is a quantum chemistry calculation of a 2-piece molecular cluster, C6H15NSi overall in a non-equilibrium geometry, from the OMol25 dataset.

Values from the calculation:
HOMO (alpha / beta) ... -0.249 / -0.256 hartree
Frontier orbital gap (alpha / beta) ... 6.2 / 7.0 eV

```
! RIJCOSX wB97M-V def2-TZVPD def2/J DEFGRID3
* xyz 0 1
C 3.3535 -1.4986 0.2146
C 2.6595 -0.4109 0.5557
C -3.0863 -1.5815 -0.4475
C -0.4804 1.6640 -1.1386
C 0.8540 2.1748 0.7731
C -2.2123 -0.8809 0.6270
N 0.5326 1.3137 -0.3588
Si 1.8123 0.2513 -0.9817
H 4.1567 -1.9674 0.8297
H 3.0554 -2.1604 -0.7160
H 2.9151 0.1141 1.4028
H -4.0342 -0.8531 -0.6691
H -2.3966 -1.7161 -1.2894
H -3.3376 -2.4817 -0.0431
H -0.7444 0.9368 -1.7601
H -1.4419 -0.2579 0.2534
H -0.7250 2.6726 -1.3649
H 1.9443 2.2129 0.8596
H 0.7039 3.2522 0.4222
H 0.1948 1.7434 1.5282
H -1.8671 -1.4424 1.4073
H -2.7579 -0.2110 1.2646
H 0.9015 -0.8737 -1.3688
*
```

(4)
The following is a quantum chemistry calculation of C6H15NSi as an isolated structure in a non-equilibrium geometry, from the OMol25 dataset.

Values from the calculation:
HOMO ... -0.332 hartree
Frontier orbital gap ... 10.1 eV

```
! RIJCOSX wB97M-V def2-TZVPD def2/J DEFGRID3
* xyz 0 1
C 0.3040 -1.8891 -1.7922
C 0.2146 -3.3771 -1.9635
C 0.4037 2.7317 0.7054
C -1.8992 0.7259 1.4208
C 1.0439 -0.2641 1.3214
C -0.4376 0.5736 -1.3158
N -0.7121 -1.2467 -1.4670
Si -0.2223 0.9308 0.5387
H 1.2928 -1.4499 -1.9681
H 1.1369 -3.7787 -2.3767
H -0.6194 -3.6235 -2.6185
H 0.0203 -3.8446 -0.9990
H -0.2774 3.4324 0.2304
H 0.4948 3.0230 1.7471
H 1.3776 2.8602 0.2422
H -2.1472 -0.3252 1.5273
H -1.8898 1.1695 2.4138
H -2.7030 1.1948 0.8605
H 2.0709 0.0253 1.1156
H 0.9252 -0.3028 2.4007
H 0.9047 -1.2713 0.9388
H -1.3521 0.9366 -1.7634
H 0.4183 0.7539 -1.9528
*
```

(5)
The following is a quantum chemistry calculation of a 2-piece molecular cluster, C6H15O overall in a non-equilibrium geometry, from the OMol25 dataset.

Values from the calculation:
Expectation value of S² ... 0.7534
HOMO (alpha / beta) ... -0.281 / -0.409 hartree
Frontier orbital gap (alpha / beta) ... 8.6 / 11.5 eV

```
! RIJCOSX wB97M-V def2-TZVPD def2/J DEFGRID3
* xyz 0 2
H -0.1565 1.2316 2.0930
C 1.3817 0.8522 0.7294
C 2.6028 0.6458 1.4917
C 0.8038 -0.2427 -0.0155
C -0.5654 -0.0025 -0.6301
C -0.9596 -1.1909 -1.4860
C -2.3057 -0.9913 -2.1655
H 1.0815 1.8775 0.5141
H 2.7676 1.5397 2.1101
H 2.5365 -0.2518 2.1134
H 3.4989 0.4813 0.8672
H 1.5663 -0.5201 -0.7652
H 0.8298 -1.0727 0.7082
H -1.2694 0.1249 0.2010
H -0.5875 0.9117 -1.2531
H -0.2029 -1.3545 -2.2637
H -0.9897 -2.1392 -0.9285
H -2.5148 -1.8693 -2.7818
H -3.1354 -0.8724 -1.4612
H -2.3254 -0.1150 -2.8210
O -1.0480 1.1968 2.4702
H -1.0086 1.7612 3.2733
*
```

(6)
The following is a quantum chemistry calculation of a 2-piece molecular cluster, C6H15O2 overall in a non-equilibrium geometry, from the OMol25 dataset.

Values from the calculation:
HOMO ... -0.083 hartree
Frontier orbital gap ... 5.0 eV

```
! RIJCOSX wB97M-V def2-TZVPD def2/J DEFGRID3
* xyz -1 1
C 2.4556 -0.1257 -0.8988
O 2.2324 -0.8719 -2.0021
C 1.1692 0.2280 -0.1179
C 0.4070 -1.0503 0.1846
C 0.0668 -0.9793 1.6445
C -0.9505 -1.1598 -0.4794
C -0.7987 -2.0681 -1.7441
H 3.0837 -0.7161 -0.1327
H 3.1579 0.6779 -1.2400
H 1.4809 0.8155 0.9136
H 0.6523 1.0445 -0.7140
H 1.0654 -1.9694 0.0790
H -0.3081 -2.0392 1.9919
H 0.9573 -0.8758 2.1589
H -0.5831 -0.2593 1.9073
H -1.2172 -0.1461 -0.7137
H -1.6708 -1.6858 0.1548
H 0.2621 -1.8633 -2.1727
H -1.5708 -1.9372 -2.4164
H -0.8400 -3.0720 -1.3587
H -3.5960 4.1721 2.3821
H -3.3718 5.5234 1.9537
O -3.6822 5.0296 2.7112
*
```

(7)
The following is a quantum chemistry calculation of a 2-piece molecular cluster, C6H15O2 overall in a non-equilibrium geometry, from the OMol25 dataset.

Values from the calculation:
Expectation value of S² ... 0.7507
HOMO (alpha / beta) ... 0.139 / -0.021 hartree
Frontier orbital gap (alpha / beta) ... 2.8 / 7.1 eV

```
! RIJCOSX wB97M-V def2-TZVPD def2/J DEFGRID3
* xyz -2 2
C -2.0740 -0.6810 1.1003
O -2.2025 -1.9470 1.5816
C -0.8785 -0.4684 0.1341
C -0.1762 0.9327 0.3266
C 0.2410 1.6394 -0.9641
C 0.9794 0.7521 -1.9882
C 2.4676 0.5598 -1.5851
H -1.9806 0.0632 1.9498
H -2.9900 -0.2505 0.6165
H -1.2170 -0.5856 -0.8942
H -0.1242 -1.1756 0.4168
H -0.9512 1.4967 0.8463
H 0.6845 0.8467 0.9941
H -0.6605 2.0392 -1.4628
H 0.8608 2.5292 -0.8744
H 0.9928 1.3620 -2.8949
H 0.5679 -0.2339 -2.1815
H 2.6358 -0.4434 -1.1727
H 3.2249 0.6546 -2.3731
H 2.7225 1.2449 -0.7733
H -0.1585 -2.2586 3.0717
H -1.3737 -2.9979 2.7621
O -0.5902 -3.0787 3.3645
*
```

(8)
The following is a quantum chemistry calculation of a 2-piece molecular cluster, C6H15O2P overall in a non-equilibrium geometry, from the OMol25 dataset.

Values from the calculation:
SMILES string ... C=C(C)C.COP(C)O
HOMO ... -0.315 hartree
Frontier orbital gap ... 9.4 eV

```
! RIJCOSX wB97M-V def2-TZVPD def2/J DEFGRID3
* xyz 0 1
C 1.7629 0.5431 1.3789
C 2.0234 0.1143 0.1509
C 2.0591 1.0076 -1.0256
C 2.2561 -1.4617 -0.0053
H 1.7267 1.5748 1.7086
H 1.7862 -0.1267 2.2139
H 1.1145 1.6360 -1.0760
H 2.9117 1.6261 -1.0183
H 2.1054 0.2572 -1.8177
H 3.2697 -1.6579 0.3032
H 1.5170 -1.9851 0.5020
H 2.1168 -1.5360 -1.1673
C -1.9366 1.9060 0.5405
O -2.0346 0.5321 0.8711
P -1.2219 -0.7683 0.0345
C -2.5381 -1.0535 -1.2916
O -1.6972 -1.8979 1.1566
H -0.9688 2.1170 0.2466
H -2.1406 2.3138 1.5296
H -2.6855 2.0774 -0.2017
H -2.6263 -0.0866 -1.8837
H -2.2890 -1.9196 -1.9697
H -3.5387 -1.1988 -0.9283
H -0.9722 -2.0134 1.7490
*
```

(9)
The following is a quantum chemistry calculation of a 2-piece molecular cluster, C6H15OPS overall in a non-equilibrium geometry, from the OMol25 dataset.

Values from the calculation:
Expectation value of S² ... 2.0057
HOMO (alpha / beta) ... -0.172 / -0.329 hartree
Frontier orbital gap (alpha / beta) ... 5.5 / 7.1 eV

```
! RIJCOSX wB97M-V def2-TZVPD def2/J DEFGRID3
* xyz 0 3
C -1.8246 -1.5544 1.4280
C -2.9628 0.4618 0.4554
C -1.9517 -1.1065 -1.0515
C 2.0416 2.7890 -1.0328
C 2.7339 -0.3719 1.2742
C -2.2111 -0.5837 0.3240
O 2.3448 1.5556 -0.4514
P 1.4399 0.3060 0.0687
S 1.8444 -1.1846 -1.5129
H -0.7725 -1.8534 1.0113
H -1.7171 -1.0762 2.4217
H -2.4933 -2.3597 1.5205
H 0.6760 -1.0992 -2.1659
H -3.1946 0.9438 1.3706
H -3.4164 1.0439 -0.4419
H -2.5481 -2.0420 -1.2691
H -2.1273 -0.3341 -1.8097
H -0.8784 -1.3473 -1.2079
H 1.2675 2.8378 -1.8485
H 3.0007 3.1574 -1.3327
H 1.7317 3.4901 -0.2774
H 3.0555 0.3373 1.9074
H 2.2776 -1.2094 1.8588
H 3.6844 -0.8002 0.7606
*
```

(10)
The following is a quantum chemistry calculation of a 2-piece molecular cluster, C6H16 overall in a non-equilibrium geometry, from the OMol25 dataset.

Values from the calculation:
SMILES string ... CC(C)C.CC
HOMO ... -0.406 hartree
Frontier orbital gap ... 12.1 eV

```
! RIJCOSX wB97M-V def2-TZVPD def2/J DEFGRID3
* xyz 0 1
C -0.2975 -2.5480 -1.8401
C -0.2914 -1.2310 -0.9914
C 0.2451 -0.0400 -1.7350
C -1.6812 -0.9184 -0.4240
H 0.0030 -2.3711 -2.8733
H -1.2985 -2.9668 -1.8156
H 0.4136 -3.2595 -1.4335
H 0.3166 -1.4899 -0.1240
H 1.2995 -0.1086 -1.9764
H -0.2654 0.0862 -2.6839
H 0.0726 0.9108 -1.2161
H -2.1816 -1.8413 -0.1215
H -1.5665 -0.3405 0.4938
H -2.3205 -0.4656 -1.1755
C 0.4668 1.4809 2.0860
C 1.4141 2.6597 2.3858
H -0.0877 1.6463 1.1616
H 0.9947 0.5360 1.9846
H -0.2131 1.4282 2.9390
H 2.0502 2.3777 3.2268
H 0.8446 3.5706 2.5759
H 2.0831 2.8843 1.5569
*
```

What did the second record say?
The following is a quantum chemistry calculation of a single C6H15NS molecule in a non-equilibrium geometry, from the OMol25 dataset.

Values from the calculation:
SMILES string ... CN(C)SC(C)(C)C
HOMO ... -0.311 hartree
Frontier orbital gap ... 9.4 eV

```
! RIJCOSX wB97M-V def2-TZVPD def2/J DEFGRID3
* xyz 0 1
C 2.2249 0.6795 -1.4348
N 1.8875 1.0970 -0.0325
C 2.8391 2.0610 0.5927
S 0.2727 1.5902 0.0923
C -0.5880 0.2373 1.0061
C 0.0808 -0.0186 2.3531
C -2.0342 0.7049 1.1568
C -0.5527 -0.9891 0.1668
H 3.2875 0.3829 -1.4401
H 1.6189 -0.1756 -1.7376
H 2.0745 1.4803 -2.1540
H 2.4198 2.4259 1.5106
H 2.9598 2.9022 -0.0755
H 3.8314 1.6184 0.7707
H 1.1217 -0.2473 2.2134
H -0.0108 0.8977 2.9727
H -0.3688 -0.8988 2.8480
H -2.0742 1.7751 1.3470
H -2.5747 0.5361 0.2112
H -2.5588 0.1596 1.9363
H -0.8254 -0.8374 -0.8558
H 0.4312 -1.5063 0.1830
H -1.2913 -1.7037 0.5406
*
```